[1]
ORCA calculation (wB97M-V/def2-TZVPD) on a structure of composition C44H51BrInN5O5SbSe4Te.

The value obtained for the energy above the lowest of the compared OMol25 structures with the same formula, charge and spin is 37.8 kcal per mole. The frontier orbital gap (spin up / spin down) is 5.15 / 4.84 eV. The LUMO energy (spin up / spin down) is 3.4 / 3.1 eV. The HOMO energy (spin up / spin down) is -1.8 / -1.8 eV. Its spin multiplicity is 2. Its total charge is -2.

Last column: Löwdin charge in e.
Element x y z (Å)
In  -1.889  -0.592  1.498  0.5100
O  -0.424  -5.215  1.118  -0.0015
C  -0.832  -5.596  2.350  -0.2830
C  -0.571  -6.895  2.775  -0.0256
C  -0.963  -7.309  4.032  -0.1169
C  -1.609  -6.432  4.885  -0.1191
C  -1.840  -5.129  4.481  -0.0862
C  -1.465  -4.702  3.220  -0.1440
C  -1.582  -3.248  2.814  -0.5412
O  -1.946  -3.025  1.528  -0.4780
N  -0.240  -2.722  3.074  -0.0382
N  -0.118  -1.371  2.892  -0.1095
C  1.137  -0.981  2.664  -0.2252
C  1.598  0.268  2.586  -0.1897
Br  -0.006  1.314  0.849  1.0953
C  2.329  1.346  2.758  -0.1583
C  2.956  1.777  3.997  -0.2149
C  3.730  2.940  4.008  -0.0527
C  4.317  3.386  5.176  -0.1126
C  4.135  2.688  6.359  -0.1241
C  3.363  1.535  6.360  -0.1017
C  2.779  1.081  5.196  -0.0250
H  -0.927  -4.396  0.906  0.0279
H  -0.067  -7.558  2.089  0.1040
H  -0.778  -8.329  4.341  0.0864
H  -1.933  -6.760  5.862  0.0852
H  -2.323  -4.427  5.147  0.1050
H  -2.262  -2.719  3.522  0.1013
H  0.423  -3.249  2.490  0.1164
H  1.874  -1.781  2.479  0.1355
H  2.424  2.050  1.934  0.0541
H  3.866  3.492  3.086  0.0995
H  4.913  4.289  5.158  0.0908
H  4.589  3.037  7.275  0.0858
H  3.205  0.998  7.284  0.0940
H  2.169  0.188  5.194  0.1146
O  -0.190  -1.500  -0.580  -0.1221
C  -0.943  -2.226  -1.515  -0.2075
C  -2.318  -1.662  -1.749  -0.2828
C  -3.121  -2.160  -2.773  -0.0687
C  -4.392  -1.646  -2.937  -0.0763
C  -4.824  -0.649  -2.074  -0.0932
C  -3.973  -0.235  -1.070  -0.1937
N  -2.743  -0.717  -0.921  0.0834
H  -0.042  -0.611  -0.938  0.0158
H  -1.054  -3.245  -1.120  0.0732
H  -0.409  -2.295  -2.476  0.1240
H  -2.753  -2.964  -3.391  0.1097
H  -5.051  -2.036  -3.697  0.1064
H  -5.821  -0.246  -2.131  0.0981
H  -4.282  0.508  -0.347  0.0750
C  -1.903  0.250  5.896  0.0123
C  -2.280  0.799  4.539  -0.6155
N  -3.579  1.100  4.359  0.1323
O  -1.452  1.009  3.673  -0.0339
H  -2.677  0.431  6.639  0.0688
H  -0.961  0.697  6.210  0.0806
H  -1.744  -0.821  5.782  0.0876
H  -4.291  0.685  4.941  0.0968
H  -3.834  1.307  3.399  0.0485
Se  -5.064  -4.937  3.077  -0.1658
Sb  -4.451  -3.559  1.138  -0.0502
Se  -4.249  -1.093  2.175  0.2657
Se  -6.581  -3.081  -0.141  -0.0059
Se  -3.321  -4.907  -0.621  0.0411
C  -3.184  3.088  -0.982  -0.0424
C  -2.352  2.262  -0.008  -0.7785
O  -2.881  1.716  0.978  -0.1589
N  -1.094  2.225  -0.350  -0.4796
Te  -0.302  2.066  -2.830  1.5077
C  0.538  1.880  -4.859  -0.3700
C  0.085  0.918  -5.764  -0.3151
C  -0.963  -0.107  -5.425  -0.0847
C  0.601  0.867  -7.056  -0.0348
C  1.563  1.756  -7.497  -0.2868
C  2.083  1.719  -8.907  -0.0638
C  2.005  2.717  -6.600  -0.0325
C  1.506  2.788  -5.308  -0.3029
C  2.010  3.873  -4.407  -0.0777
C  1.612  2.025  -1.883  -0.4345
C  2.421  0.896  -1.983  -0.3021
C  2.094  -0.262  -2.875  -0.0722
C  3.591  0.822  -1.240  -0.0095
C  3.988  1.848  -0.404  -0.2759
C  5.232  1.718  0.422  -0.0471
C  3.189  2.978  -0.335  -0.0429
C  2.006  3.078  -1.055  -0.3603
C  1.156  4.290  -0.858  -0.0937
H  -4.128  3.372  -0.525  0.0780
H  -3.373  2.486  -1.872  0.0532
H  -2.617  3.969  -1.276  0.0614
H  -1.429  0.093  -4.463  0.0094
H  -0.522  -1.104  -5.399  0.0842
H  -1.738  -0.113  -6.190  0.0785
H  0.238  0.106  -7.736  0.1115
H  1.795  0.796  -9.405  0.0670
H  3.170  1.800  -8.928  0.0716
H  1.678  2.555  -9.481  0.0751
H  2.751  3.435  -6.920  0.1086
H  2.608  4.597  -4.958  0.0725
H  2.622  3.455  -3.608  0.0722
H  1.165  4.386  -3.945  0.0508
H  1.040  -0.260  -3.154  0.0110
H  2.336  -1.202  -2.380  0.0860
H  2.673  -0.201  -3.798  0.0910
H  4.197  -0.071  -1.312  0.1189
H  5.963  1.083  -0.077  0.0721
H  4.987  1.262  1.382  0.0759
H  5.685  2.690  0.613  0.0736
H  3.485  3.793  0.314  0.1134
H  1.750  5.160  -0.581  0.0771
H  0.446  4.085  -0.059  0.0601
H  0.578  4.517  -1.752  0.0232

***

[2]
ORCA calculation (wB97M-V/def2-TZVPD) on a structure of composition C44H51CrN5OS2SeSi2.

The frontier orbital gap (spin up / spin down) is 5.95 / 6.08 eV. The LUMO energy (spin up / spin down) is -3.4 / -3.5 eV. The HOMO energy (spin up / spin down) is -9.4 / -9.6 eV. Its spin multiplicity is 4. Its total charge is +1.

Last column: Löwdin charge in e.
Element x y z (Å)
Cr  -0.411  0.525  -0.331  0.4184
S  3.453  -3.712  0.566  1.0551
C  5.000  -4.410  0.816  -0.3868
C  5.799  -3.618  1.578  -0.1680
C  5.158  -2.439  2.005  -0.1061
C  3.875  -2.330  1.544  -0.4780
C  2.907  -1.286  1.811  -0.1776
C  1.933  -0.992  0.849  -0.0752
N  0.973  -0.086  0.991  0.0236
C  0.987  0.627  2.150  -0.1268
C  1.907  0.400  3.200  -0.1152
C  1.789  1.188  4.383  -0.0003
C  0.816  2.124  4.511  0.0003
C  -0.113  2.377  3.463  -0.1200
C  -1.184  3.267  3.566  0.0822
C  -2.062  3.398  2.491  -0.1774
C  -1.749  2.728  1.296  -0.0788
N  -0.742  1.877  1.163  0.0317
C  0.025  1.648  2.260  -0.1343
C  -3.284  4.164  2.593  -0.4604
C  -3.641  5.084  3.545  -0.1093
C  -4.950  5.576  3.385  -0.1686
C  -5.590  5.026  2.320  -0.3807
S  -4.605  3.899  1.483  1.0574
C  2.880  -0.587  3.017  0.0862
H  5.228  -5.362  0.378  0.0709
H  6.811  -3.872  1.834  0.1087
H  5.640  -1.689  2.606  0.1177
H  1.964  -1.508  -0.096  0.0715
H  2.490  1.005  5.184  0.1236
H  0.721  2.706  5.415  0.1231
H  -1.340  3.815  4.479  0.1272
H  -2.358  2.904  0.416  0.0391
H  -2.986  5.424  4.326  0.1122
H  -5.396  6.298  4.044  0.1091
H  -6.585  5.218  1.971  0.0700
H  3.588  -0.806  3.801  0.1345
C  1.320  1.276  -1.328  -0.2880
Si  1.514  0.115  -2.815  0.6793
C  0.646  -1.573  -2.381  -0.1990
N  -0.579  -1.484  -1.555  -0.2386
C  -0.694  -2.590  -0.590  -0.1976
C  -0.556  -3.989  -1.208  -0.1585
C  -1.173  -4.060  -2.609  -0.1896
C  -2.251  -2.991  -2.768  -0.1527
C  -1.774  -1.563  -2.420  -0.2410
C  0.821  0.939  -4.377  -0.2693
C  -0.043  0.337  -5.283  -0.0964
C  -0.486  1.015  -6.406  -0.0905
C  -0.043  2.302  -6.662  -0.0876
C  0.862  2.896  -5.799  -0.1009
C  1.280  2.220  -4.669  -0.1156
C  3.212  -0.582  -3.310  -0.2331
C  3.581  -0.629  -4.651  -0.0859
C  4.678  -1.362  -5.067  -0.0761
C  5.442  -2.056  -4.143  -0.0816
C  5.118  -1.984  -2.798  -0.0834
C  4.012  -1.259  -2.393  -0.1096
H  1.173  2.295  -1.693  -0.0060
H  2.230  1.291  -0.720  0.0117
H  1.381  -2.178  -1.850  0.0701
H  0.451  -2.116  -3.309  0.0886
H  -1.683  -2.494  -0.132  0.1134
H  0.050  -2.479  0.203  0.0974
H  -1.069  -4.688  -0.543  0.1158
H  0.498  -4.278  -1.235  0.0965
H  -1.620  -5.044  -2.763  0.1117
H  -0.404  -3.940  -3.371  0.0992
H  -3.088  -3.258  -2.119  0.1131
H  -2.623  -2.988  -3.793  0.1150
H  -2.604  -1.065  -1.909  0.0656
H  -1.568  -0.991  -3.329  0.0797
H  -0.371  -0.680  -5.117  0.0925
H  -1.178  0.538  -7.083  0.1073
H  -0.395  2.838  -7.529  0.1070
H  1.254  3.879  -6.015  0.1103
H  1.968  2.697  -3.986  0.1081
H  2.999  -0.086  -5.382  0.0963
H  4.912  -1.417  -6.120  0.1055
H  6.290  -2.642  -4.470  0.1044
H  5.708  -2.520  -2.067  0.0992
H  3.776  -1.217  -1.340  0.0722
C  -5.164  0.003  2.653  -0.0716
N  -4.136  0.013  1.640  0.0484
C  -2.881  -0.431  1.811  -0.5834
N  -2.524  -0.847  3.049  0.2152
O  -2.076  -0.476  0.874  -0.0555
H  -6.098  0.321  2.203  0.0928
H  -4.928  0.688  3.472  0.0886
H  -5.300  -1.003  3.055  0.0918
H  -4.362  0.380  0.729  0.1463
H  -3.171  -0.899  3.813  0.0958
H  -1.616  -1.266  3.159  0.1187
C  -1.125  4.668  -3.459  -0.1929
Si  -2.587  3.485  -3.116  0.3555
C  -3.880  4.354  -1.992  -0.2436
C  -3.365  2.714  -4.683  -0.1985
Se  -1.859  1.579  -1.854  0.5110
H  -1.485  5.591  -3.901  0.0281
H  -0.423  4.220  -4.154  -0.0127
H  -0.590  4.919  -2.549  0.0272
H  -4.441  5.089  -2.559  0.0257
H  -3.396  4.871  -1.167  0.0061
H  -4.582  3.634  -1.579  -0.0004
H  -4.006  3.429  -5.188  0.0268
H  -3.956  1.840  -4.425  0.0234
H  -2.596  2.402  -5.384  -0.0004

***

| no. | E_tot (eV) |
| --- | --- |
| 1 | -414577.788 |
| 2 | -187147.361 |